{
  "formula": "C8H9CrNS2",
  "method": "ωB97M-V/def2-TZVPD",
  "species": ["Cr", "S", "S", "N", "C", "C", "C", "C", "C", "C", "C", "C", "H", "H", "H", "H", "H", "H", "H", "H", "H"],
  "xyz": [[-0.16904, -0.01059, -2.35357], [0.55810, -2.30354, -2.06342], [0.87807, -2.47836, 0.95663], [0.22633, -0.34262, -0.31486], [0.22430, 0.02118, 1.03505], [-0.00981, 0.47774, -4.23536], [0.56530, -0.88488, 3.29802], [0.56341, -1.04469, 1.90713], [-0.16506, 1.25506, 1.57578], [0.54957, -1.65676, -0.51734], [0.18705, 0.36976, 3.83448], [-0.17062, 1.41349, 2.96995], [-1.91671, 0.05184, -2.52311], [-0.46314, 2.35619, 3.43332], [1.04846, 0.75155, -3.89705], [-0.51776, 1.33280, -4.69712], [-0.46483, 2.06903, 0.94068], [0.19053, 0.48906, 4.92611], [-0.07648, -0.35530, -4.93255], [-1.88258, 0.22369, -3.28366], [0.84490, -1.73465, 3.94088]],
  "forces_ev_per_a": [[-0.21, 0.10, 0.87], [0.31, -0.65, -0.57], [0.17, -0.36, 0.51], [0.29, -1.12, 0.25], [-0.28, -0.52, 0.02], [0.61, 0.53, -0.77], [-0.13, 0.34, 0.05], [-0.14, 0.58, -0.01], [0.28, -0.41, 0.77], [-0.46, 2.20, 1.25], [0.43, -1.08, -0.45], [0.06, -0.23, -0.02], [-1.35, 0.07, 0.19], [0.03, -0.14, -0.37], [-0.57, -0.16, -1.15], [0.28, 0.03, 0.17], [-0.03, 0.15, -0.21], [-0.07, 0.09, -0.61], [0.61, -0.01, -0.15], [0.37, 0.01, 0.49], [-0.20, 0.59, -0.28]],
  "lowdin_charge": [0.416, 0.615, 1.043, -0.132, -0.304, -0.313, -0.085, -0.462, -0.019, -1.163, -0.092, -0.091, 0.052, 0.102, 0.022, -0.007, 0.102, 0.104, -0.005, 0.105, 0.111],
  "spin_multiplicity": 5,
  "largest_force_ev_per_a": 2.57,
  "lumo_ev": [0.12, 0.05]
}